Here is a structure of composition C5H9LiO3 at a distorted geometry from the Open Molecules 2025 dataset. Energies are from wB97M-V/def2-TZVPD.

CARTESIAN COORDINATES (ANGSTROEM)
O 1.940 -0.199 0.660
C 1.390 0.648 -0.172
O 1.993 1.582 -0.635
Li 3.452 1.055 0.620
C 1.226 -1.403 1.078
H 1.933 -1.935 1.721
H 0.370 -1.067 1.674
C 0.816 -2.219 -0.121
H 0.019 -1.724 -0.692
H 1.671 -2.399 -0.786
H 0.436 -3.186 0.232
O -0.623 0.813 0.144
C -1.364 1.696 -0.362
C -2.819 1.479 -0.564
H -0.878 2.534 -0.897
H -3.029 1.394 -1.644
H -3.367 2.359 -0.204
H -3.166 0.573 -0.054

Results
Energy above the lowest of the compared OMol25 structures with the same formula, charge and spin = 0.0 kJ/mol
2S+1 = 2
Net charge = +1
HOMO-LUMO gap (spin up / spin down) = 0.294 / 0.368 hartree
LUMO (spin up / spin down) = -3.8 / -4.2 eV